P) Formula: C4H8ClN
Source: the Open Molecules 2025 dataset
Level of theory: ωB97M-V/def2-TZVPD

```
14
Properties=species:S:1:pos:R:3:lowdin_charge:R:1
C 0.23205 -1.77430 -0.20296 -0.164
N 0.29894 -0.49809 0.46151 -0.200
C 0.95223 0.78611 -0.44849 -0.087
C -0.11360 1.59322 0.10264 -0.193
C -0.80867 0.30751 0.77409 -0.725
Cl -2.29560 -0.16104 -0.01833 0.632
H -0.51923 -2.57430 0.32847 0.126
H -0.28269 -1.66411 -1.15273 0.040
H 1.25604 -2.15249 -0.22424 0.076
H 0.82359 0.42148 -1.53561 0.129
H 1.99290 1.05527 -0.15855 0.109
H 0.26006 2.31232 0.82141 0.104
H -0.82212 2.08923 -0.53828 0.088
H -0.97390 0.25920 1.79106 0.064
```

HOMO energy: -8.60 eV
Spin multiplicity: 1
Frontier orbital gap: 9.6 eV
Charge: 0

---

Q) Formula: C4H8ClN
Source: the Open Molecules 2025 dataset
Level of theory: ωB97M-V/def2-TZVPD

```
14
Properties=species:S:1:pos:R:3:lowdin_charge:R:1
C -1.26340 0.51527 -0.95357 -0.080
C -0.17592 0.04481 -0.12860 -0.411
C -0.10371 -1.37839 0.46464 -0.084
N 0.49293 1.14081 1.09527 0.019
C 1.16616 0.77550 -0.13916 -0.738
Cl 2.59247 -0.25209 0.00954 0.621
H -1.26215 -0.10479 -1.94171 0.126
H -1.14369 1.54286 -1.20165 0.058
H -2.32816 0.46807 -0.46508 0.121
H -0.79515 -1.47424 1.26153 0.064
H 0.93490 -1.51049 0.79584 0.004
H -0.23547 -2.24617 -0.16527 0.076
H 0.70505 0.74542 2.06654 0.106
H 1.41616 1.73342 -0.69831 0.120
```

HOMO energy: -9.17 eV
Spin multiplicity: 1
Frontier orbital gap: 10.1 eV
Charge: 0

---

P) is favored, and the nearest alternative lies 8.0 kJ/mol above it.

---

P) Formula: C3H6N2O3
Source: the Open Molecules 2025 dataset
Level of theory: ωB97M-V/def2-TZVPD

```
14
Properties=species:S:1:pos:R:3:lowdin_charge:R:1
O -3.82465 2.63898 -0.49894 0.122
N -2.96558 1.83386 -0.50786 -0.500
O -2.77710 0.89777 -1.26952 0.058
O -2.04606 1.99634 0.47706 0.051
H -1.23314 1.42724 0.23376 0.057
H 1.02475 1.29368 0.84955 0.069
N 0.24486 0.70631 0.63494 0.088
C 0.47432 -0.49881 0.25027 -0.175
C 1.86920 -1.07927 0.36090 -0.140
C 2.17901 -2.23992 -0.26916 0.038
H -0.16528 -1.15820 -0.30942 0.111
H 2.46699 -0.32204 0.91514 0.106
H 3.21960 -2.64642 -0.07975 0.085
H 1.53309 -2.84951 -0.78695 0.030
```

HOMO energy: -10.70 eV
Spin multiplicity: 1
Frontier orbital gap: 10.4 eV
Charge: 0

---

Q) Formula: C3H6N2O3
Source: the Open Molecules 2025 dataset
Level of theory: ωB97M-V/def2-TZVPD

```
14
Properties=species:S:1:pos:R:3:lowdin_charge:R:1
N -1.54135 1.40997 0.97928 0.162
C -0.55728 0.63759 1.55044 -0.530
O -0.39230 0.61940 2.74838 0.064
C 0.31200 -0.22788 0.67842 -0.082
N 0.26823 0.07080 -0.75823 0.077
C 0.73484 -0.76763 -1.72512 -0.626
O 0.46298 -0.70949 -2.89329 0.095
O 1.55683 -1.68062 -1.17385 0.124
H -1.90077 1.12457 0.08249 0.093
H -1.99786 2.07822 1.57191 0.110
H 0.13147 -1.26668 0.93040 0.138
H 1.31762 0.09672 0.95919 0.140
H -0.36184 0.78575 -1.08777 0.128
H 1.96744 -2.17072 -1.86226 0.107
```

HOMO energy: -10.19 eV
Spin multiplicity: 1
Frontier orbital gap: 10.7 eV
Charge: 0

---

R) Formula: C3H6N2O3
Source: the Open Molecules 2025 dataset
Level of theory: ωB97M-V/def2-TZVPD

```
14
Properties=species:S:1:pos:R:3:lowdin_charge:R:1
C 0.06684 -1.59126 0.20836 0.005
C 0.92682 -0.41677 -0.15770 -0.465
O 2.11583 -0.30455 -0.10216 0.104
N 0.12810 0.77900 -0.70807 -0.070
N -1.06395 0.71943 -1.46527 0.033
H -0.20882 -2.12447 -0.70149 0.088
H -0.85083 -1.28161 0.70460 0.087
H 0.62183 -2.22376 0.89684 0.095
H 0.75780 1.46787 -1.11007 0.131
H -1.27818 -0.22556 -1.77292 0.077
H -1.83958 1.00998 -0.87002 0.081
O 1.27144 1.07072 1.90404 0.137
C 0.24008 1.48067 1.44673 -0.447
O -0.88736 1.64029 1.72712 0.145
```

HOMO energy: -10.08 eV
Spin multiplicity: 1
Frontier orbital gap: 10.4 eV
Charge: 0

---

S) Formula: C3H6N2O3
Source: the Open Molecules 2025 dataset
Level of theory: ωB97M-V/def2-TZVPD

```
14
Properties=species:S:1:pos:R:3:lowdin_charge:R:1
C 0.05418 -1.46334 0.26007 -0.073
N -0.26329 -0.03198 0.24942 0.007
C -0.63307 0.69885 -0.67773 -0.395
C 1.78254 0.78161 -0.48700 -0.363
N -2.49721 -0.33839 0.39591 0.068
O 1.88197 2.08459 -0.22289 0.088
O -1.02835 1.52128 -1.38499 0.212
O 2.66657 0.01065 -0.68589 0.096
H 2.82508 2.35082 -0.24595 0.129
H -2.82504 0.59507 0.66569 0.002
H -2.36201 -0.79855 1.30057 -0.005
H -0.70004 -2.01126 -0.29952 0.082
H 1.04435 -1.61578 -0.16624 0.067
H 0.05433 -1.78357 1.29853 0.084
```

HOMO energy (spin up / spin down): -9.28 / -8.19 eV
Spin multiplicity: 1
Frontier orbital gap (spin up / spin down): 8.9 / 8.1 eV
Charge: 0

---

Q) is favored, and the nearest alternative lies 226.6 kJ/mol above it.

---

P) Formula: C3H6N2O3
Source: the Open Molecules 2025 dataset
Level of theory: ωB97M-V/def2-TZVPD

```
14
Properties=species:S:1:pos:R:3:lowdin_charge:R:1
H -0.36435 -1.93285 -1.24191 0.062
N 0.00757 -0.97184 -1.28661 0.181
C 0.29428 -0.61947 -0.09031 -0.405
C 0.80329 0.64264 0.45752 -0.023
C 0.24816 1.83277 -0.35687 -0.500
O -0.81782 2.38334 -0.16042 0.095
O 1.06827 2.22700 -1.34933 0.106
O 0.08138 -1.47563 1.03652 -0.140
N -1.06035 -2.36221 0.83594 0.044
H 1.89458 0.66212 0.44046 0.137
H 0.45882 0.80619 1.48444 0.137
H 0.57809 2.93604 -1.81467 0.139
H -1.47908 -2.32558 1.76954 0.089
H -1.71283 -1.80251 0.27569 0.078
```

HOMO energy: -9.94 eV
Spin multiplicity: 1
Frontier orbital gap: 10.6 eV
Charge: 0

---

Q) Formula: C3H6N2O3
Source: the Open Molecules 2025 dataset
Level of theory: ωB97M-V/def2-TZVPD

```
14
Properties=species:S:1:pos:R:3:lowdin_charge:R:1
C 1.33969 -1.38744 -0.36398 -0.088
C 0.82680 -0.00300 -0.23323 -0.387
N 1.54857 1.02802 0.09163 0.046
O 0.60798 1.97793 0.48310 -0.190
N -0.66185 -0.08769 -0.06921 -0.016
O -1.04994 -1.18142 1.04750 -0.053
C -1.69342 0.75568 -0.54935 -0.298
O -2.78952 0.48310 -0.18634 0.031
H 2.53673 -1.48630 -0.15514 0.118
H 1.02205 -1.47349 -1.54576 0.123
H 0.75239 -2.32489 0.30244 0.154
H 1.12793 2.90244 0.99725 0.241
H -2.10195 -1.10050 0.87052 0.144
H -1.46547 1.89757 -0.68941 0.175
```

HOMO energy: -9.40 eV
Spin multiplicity: 1
Frontier orbital gap: 9.7 eV
Charge: 0

---

P) is favored, and the nearest alternative lies 525.1 kJ/mol above it.

---

P) Formula: C2H3NS2
Source: the Open Molecules 2025 dataset
Level of theory: ωB97M-V/def2-TZVPD

```
8
Properties=species:S:1:pos:R:3:lowdin_charge:R:1
S -1.81017 0.06590 0.01401 0.658
C -0.84734 -1.18460 0.35006 -0.748
N 0.51472 -1.29214 0.41373 -0.090
C 1.40945 -0.17573 0.18089 -0.661
S 1.24492 1.31111 -0.50465 0.637
H -1.21161 -2.20127 0.49736 0.060
H 0.97351 -1.94320 1.02205 0.125
H 2.30652 -0.68068 0.24909 0.019
```

HOMO energy: -8.10 eV
Spin multiplicity: 1
Frontier orbital gap: 7.4 eV
Charge: 0

---

Q) Formula: C2H3NS2
Source: the Open Molecules 2025 dataset
Level of theory: ωB97M-V/def2-TZVPD

```
8
Properties=species:S:1:pos:R:3:lowdin_charge:R:1
C 0.53290 0.91047 -0.69909 -0.645
C -0.23304 -1.61284 0.61532 -0.325
N -0.25740 1.82424 -0.33357 -0.576
S 0.94843 -0.72576 -0.26079 0.858
S -1.35678 1.96281 0.80397 0.622
H 1.24314 1.34948 -1.46663 0.090
H -1.19356 -1.38615 0.19855 0.003
H 0.31630 -2.32225 1.14224 -0.027
```

HOMO energy (spin up / spin down): -8.63 / -7.79 eV
Spin multiplicity: 1
Frontier orbital gap (spin up / spin down): 7.8 / 6.3 eV
Charge: 0

---

R) Formula: C2H3NS2
Source: the Open Molecules 2025 dataset
Level of theory: ωB97M-V/def2-TZVPD

```
8
Properties=species:S:1:pos:R:3:lowdin_charge:R:1
S 2.75409 -0.41044 -0.13699 0.663
C 1.14557 -0.43790 0.33025 -0.608
C 0.27274 0.74968 0.05752 -0.388
N -0.98655 0.71331 0.00908 -0.388
S -1.75077 -0.73037 -0.07836 0.816
H 0.69278 -1.37817 0.45114 -0.013
H 0.71660 1.72798 -0.26494 0.116
H -2.84446 -0.23407 -0.36771 -0.197
```

HOMO energy: -9.08 eV
Spin multiplicity: 1
Frontier orbital gap: 7.6 eV
Charge: 0

---

P) is favored, and the nearest alternative lies 84.9 kJ/mol above it.

---

P) Formula: C2H3NS2
Source: the Open Molecules 2025 dataset
Level of theory: ωB97M-V/def2-TZVPD

```
8
Properties=species:S:1:pos:R:3:lowdin_charge:R:1
S 1.57697 -1.63417 -0.05777 0.700
C 1.24837 -0.08910 0.04470 -0.719
N 0.00662 0.50836 -0.09219 -0.102
C -1.20691 -0.04091 -0.09425 -0.736
S -1.68866 -1.58602 -0.00670 0.640
H 1.99644 0.64398 0.17028 0.044
H 0.01781 1.49547 0.02046 0.129
H -1.95064 0.70238 0.01545 0.043
```

HOMO energy: -7.92 eV
Spin multiplicity: 1
Frontier orbital gap: 7.4 eV
Charge: 0

---

Q) Formula: C2H3NS2
Source: the Open Molecules 2025 dataset
Level of theory: ωB97M-V/def2-TZVPD

```
8
Properties=species:S:1:pos:R:3:lowdin_charge:R:1
S -2.68734 -0.39217 0.06143 0.663
C -1.03273 -0.54845 -0.21452 -0.619
C -0.35298 0.71868 -0.18124 -0.409
N 0.89518 0.71160 0.11271 -0.396
S 1.81120 -0.69213 -0.03013 0.709
H -0.59804 -1.54212 0.02945 0.030
H -0.95248 1.58111 -0.17854 0.073
H 2.91720 0.16348 0.40083 -0.051
```

HOMO energy: -9.14 eV
Spin multiplicity: 1
Frontier orbital gap: 7.7 eV
Charge: 0

---

P) is favored, and the nearest alternative lies 150.0 kJ/mol above it.

---

P) Formula: C7H16N2O2
Source: the Open Molecules 2025 dataset
Level of theory: ωB97M-V/def2-TZVPD

```
27
Properties=species:S:1:pos:R:3:lowdin_charge:R:1
C -1.48540 1.86472 -0.00660 -0.665
C -2.81783 -1.31460 0.63617 -0.167
C 0.73487 0.08239 1.34939 -0.021
C 1.98493 -0.05084 -0.72093 -0.025
C 1.56767 2.13762 0.24266 0.024
C -1.50158 -1.73340 0.11326 -0.083
C -0.42098 0.79052 -0.58762 -0.186
N -0.41275 0.62813 -1.93902 0.106
N 0.99170 0.76173 0.04282 -0.297
O -2.48903 1.84287 -0.74151 -0.028
O -1.23052 2.29665 1.11888 -0.015
H -2.85294 -1.27426 1.78656 0.104
H -3.05888 -0.31619 0.14436 0.080
H -3.52846 -2.01033 0.24472 0.050
H 1.52812 -0.70857 1.42336 0.109
H 0.71434 0.87019 2.21059 0.135
H -0.27579 -0.36508 1.31121 0.054
H 1.99181 0.34961 -1.82329 0.140
H 2.93250 0.13572 -0.19511 0.103
H 1.79917 -1.05310 -0.75975 0.061
H 1.47697 2.69468 -0.57677 0.065
H 1.14284 2.48483 1.21188 0.109
H 2.63498 1.99203 0.36214 0.092
H -0.78020 -2.13472 0.79498 0.031
H -1.44341 -2.02219 -0.90759 0.038
H -1.25248 0.77927 -2.38209 0.061
H -0.01547 -0.29651 -2.29986 0.123
```

HOMO energy (spin up / spin down): -7.75 / -7.28 eV
Spin multiplicity: 1
Frontier orbital gap (spin up / spin down): 8.0 / 7.6 eV
Charge: 0

---

Q) Formula: C7H16N2O2
Source: the Open Molecules 2025 dataset
Level of theory: ωB97M-V/def2-TZVPD

```
27
Properties=species:S:1:pos:R:3:lowdin_charge:R:1
C -1.01494 2.36308 1.08981 -0.057
C -0.24717 1.35440 2.04366 -0.193
N 0.55697 0.34333 1.36484 -0.124
C 1.09886 -0.66077 2.24189 -0.096
C 1.43589 0.42710 0.19643 -0.438
C 1.85904 1.84191 -0.11708 0.015
O 1.87218 -0.64023 -0.17061 0.030
H -1.08760 3.38106 1.57332 0.088
H -2.06566 2.13672 1.16929 0.060
H -0.52416 2.43624 0.15233 0.023
H 0.49491 2.09312 2.38360 0.105
H -0.84266 0.98070 2.82439 0.101
H 1.06950 -0.16207 3.27081 0.095
H 0.38698 -1.44949 2.65401 0.099
H 1.98113 -1.22349 1.96662 0.084
H 1.06799 2.25793 -0.70243 0.070
H 2.41689 2.30256 0.68137 0.100
H 2.66539 1.72884 -0.82668 0.080
C -1.62417 -1.09874 -3.10744 -0.010
C -1.45287 -1.31792 -1.60789 -0.574
N -0.36269 -2.14359 -1.28753 0.123
O -2.11501 -0.88246 -0.69482 0.046
H -1.20036 -2.01217 -3.53718 0.067
H -1.01514 -0.25399 -3.40816 0.082
H -2.69374 -1.18793 -3.34989 0.087
H 0.23546 -1.61240 -0.63620 0.058
H 0.20171 -2.51674 -2.03493 0.078
```

HOMO energy: -8.62 eV
Spin multiplicity: 1
Frontier orbital gap: 9.4 eV
Charge: 0

---

Q) is favored, and the nearest alternative lies 356.4 kJ/mol above it.

---

P) Formula: C2H3OPS
Source: the Open Molecules 2025 dataset
Level of theory: ωB97M-V/def2-TZVPD

```
8
Properties=species:S:1:pos:R:3:lowdin_charge:R:1
C 1.61756 0.40654 -0.83657 0.065
C 1.14588 0.42151 0.29321 -0.240
O -1.40529 1.50835 -0.35223 -0.602
P -1.85845 -1.47424 -0.13094 0.478
S -1.05552 0.34568 0.50051 0.455
H 1.76431 0.36176 -1.87466 0.037
H 1.17615 0.49115 1.37720 0.046
H -1.38462 -2.06076 1.02348 -0.240
```

HOMO energy: -8.65 eV
Spin multiplicity: 1
Frontier orbital gap: 7.1 eV
Charge: 0

---

Q) Formula: C2H3OPS
Source: the Open Molecules 2025 dataset
Level of theory: ωB97M-V/def2-TZVPD

```
8
Properties=species:S:1:pos:R:3:lowdin_charge:R:1
C 0.46762 -0.57768 0.74191 -0.297
C 0.35563 0.85485 0.72379 -0.425
S -0.99415 1.46829 -0.34787 0.492
P -1.29638 -0.47310 -1.19824 0.636
O -0.24376 -1.26572 -0.13697 -0.455
H 1.39892 -0.89133 1.11761 0.095
H 0.68165 1.43124 1.51747 0.016
H -0.36952 -0.54655 -2.41770 -0.062
```

HOMO energy: -7.97 eV
Spin multiplicity: 1
Frontier orbital gap: 8.5 eV
Charge: 0

---

Q) is favored, and the nearest alternative lies 346.5 kJ/mol above it.

---

P) Formula: H13O6S
Source: the Open Molecules 2025 dataset
Level of theory: ωB97M-V/def2-TZVPD

```
20
Properties=species:S:1:pos:R:3:lowdin_charge:R:1
S -1.02133 0.30595 -0.90234 0.173
H -0.52791 -0.83754 -0.46860 -0.358
H -0.82187 -0.19160 1.80059 -0.022
H -2.16035 0.56289 1.77526 -0.012
O -1.65350 -0.06402 2.29514 -0.131
H -0.39807 -2.46818 0.95916 -0.027
H -1.53675 -2.84401 1.69430 0.049
O -0.57587 -2.77887 1.81744 -0.051
H -4.49579 -1.30633 -1.35310 -0.005
H -2.98207 -1.10774 -1.09634 -0.106
O -3.66684 -1.74723 -1.31334 -0.100
H 4.63370 3.09749 0.12275 -0.049
H 3.30216 2.36905 0.47285 0.119
O 4.42100 2.25788 0.41873 -0.132
H 0.78896 -0.20107 -2.49662 -0.085
H 2.26872 -0.54708 -2.07159 0.024
O 1.60606 -0.65584 -2.77566 -0.133
H 1.15581 1.58455 -0.07594 -0.133
H 0.36782 2.31208 0.74317 0.032
O 1.29611 2.25963 0.45413 -0.051
```

HOMO energy: -4.64 eV
Spin multiplicity: 1
Frontier orbital gap: 8.0 eV
Charge: -1

---

Q) Formula: H13O6S
Source: the Open Molecules 2025 dataset
Level of theory: ωB97M-V/def2-TZVPD

```
20
Properties=species:S:1:pos:R:3:lowdin_charge:R:1
S 0.53745 0.54710 -0.07971 0.199
H 0.62606 0.26639 -1.39560 -0.340
H 0.24955 2.76159 -0.24555 -0.136
H -0.05197 3.16779 -1.59926 0.016
O 0.21504 3.58865 -0.75827 -0.170
H -1.62869 -0.64693 -2.73524 0.021
H -0.21564 -1.23392 -2.78608 0.024
O -1.00273 -1.05969 -3.34407 -0.093
H -1.09577 -3.27159 1.31618 0.018
H -2.41822 -3.46194 0.63010 0.008
O -1.58246 -3.89607 0.77823 -0.065
H -1.69079 -0.14577 -0.01692 -0.091
H -2.58541 -0.35514 1.17492 0.012
O -2.27947 -0.81408 0.39939 -0.135
H 3.67638 2.81012 0.18728 0.030
H 3.01075 1.51708 -0.18073 -0.059
O 3.90117 1.88700 -0.03805 -0.119
H 0.96309 0.09892 3.30531 0.040
H 0.77831 -0.96481 2.23728 -0.057
O 0.59334 -0.79470 3.15079 -0.104
```

HOMO energy: -4.67 eV
Spin multiplicity: 1
Frontier orbital gap: 8.1 eV
Charge: -1

---

Q) is favored, and the nearest alternative lies 86.4 kJ/mol above it.